No. 1
{"formula": "CH4O2S3", "method": "ωB97M-V/def2-TZVPD", "symbols": ["C", "O", "O", "S", "S", "S", "H", "H", "H", "H"], "xyz": [[1.440, 1.275, 0.145], [-1.005, 2.122, 0.989], [-0.468, -0.442, 0.811], [-2.254, -2.650, -1.392], [-0.692, -1.404, -0.662], [-0.007, 1.120, 1.368], [2.078, 0.370, 0.354], [1.047, 1.134, -0.911], [1.794, 2.327, 0.270], [-1.931, -3.853, -0.971]], "forces_ev_per_angstrom": [[-1.337, -0.500, -0.340], [0.706, -0.327, 0.275], [-0.676, -0.964, 0.650], [0.044, 2.119, 0.593], [0.853, 0.445, -0.605], [-0.417, -0.779, -2.674], [-0.119, 1.456, 0.054], [0.172, 0.340, 1.328], [0.314, -1.180, 0.014], [0.460, -0.609, 0.705]], "e_above_lowest_kcal_mol": 34.4, "orbital_gap_ha": 0.28400, "e_homo_ha": -0.346, "charge": 0}

No. 2
{"formula": "C40H79AgAsBN10O", "method": "ωB97M-V/def2-TZVPD", "symbols": ["Ag", "C", "C", "C", "C", "N", "N", "B", "N", "N", "C", "C", "C", "C", "C", "C", "C", "C", "N", "N", "C", "C", "C", "C", "C", "C", "C", "C", "C", "C", "C", "C", "H", "H", "H", "H", "H", "H", "H", "H", "H", "H", "H", "H", "H", "H", "H", "H", "H", "H", "H", "H", "H", "H", "H", "H", "H", "H", "H", "H", "H", "H", "H", "H", "H", "H", "H", "H", "H", "H", "H", "H", "C", "C", "C", "C", "N", "N", "H", "H", "H", "H", "H", "H", "H", "H", "H", "H", "H", "H", "C", "C", "As", "C", "C", "C", "C", "H", "H", "H", "H", "H", "H", "H", "H", "H", "H", "H", "H", "H", "H", "H", "C", "N", "C", "C", "C", "N", "C", "C", "O", "H", "H", "H", "H", "H", "H", "H", "H", "H", "H", "H", "H"], "xyz": [[-0.141, -0.292, 0.089], [-5.443, 1.181, 1.235], [-4.320, 1.153, 0.250], [-4.319, 1.759, -0.985], [-3.074, 1.455, -1.557], [-2.358, 0.711, -0.706], [-3.129, 0.532, 0.399], [-2.770, -0.271, 1.683], [-1.692, 0.401, 2.581], [-0.382, 0.603, 2.267], [0.168, 1.258, 3.286], [-0.802, 1.475, 4.282], [-1.963, 0.917, 3.801], [-3.282, 0.894, 4.504], [1.595, 1.744, 3.419], [2.246, 0.997, 4.594], [1.569, 3.250, 3.730], [2.433, 1.518, 2.169], [-2.494, -1.761, 1.401], [-1.476, -2.275, 0.654], [-1.633, -3.603, 0.658], [-2.803, -3.934, 1.361], [-3.311, -2.748, 1.828], [-4.533, -2.578, 2.671], [-0.721, -4.665, 0.082], [-1.446, -5.393, -1.060], [-0.404, -5.675, 1.197], [0.595, -4.103, -0.429], [-2.650, 1.910, -2.940], [-1.240, 2.504, -2.923], [-3.618, 2.978, -3.462], [-2.692, 0.732, -3.918], [-6.274, 1.734, 0.801], [-5.791, 0.176, 1.477], [-5.155, 1.670, 2.166], [-5.129, 2.323, -1.413], [-3.757, -0.245, 2.337], [-0.680, 1.954, 5.239], [-3.161, 1.353, 5.484], [-4.040, 1.453, 3.956], [-3.645, -0.124, 4.643], [1.660, 1.113, 5.506], [2.310, -0.069, 4.368], [3.252, 1.381, 4.782], [1.057, 3.451, 4.672], [2.590, 3.631, 3.805], [1.051, 3.792, 2.935], [2.468, 0.460, 1.926], [2.012, 2.038, 1.313], [3.451, 1.882, 2.334], [-3.214, -4.915, 1.534], [-4.950, -3.562, 2.878], [-4.304, -2.094, 3.620], [-5.293, -1.984, 2.162], [-2.391, -5.819, -0.721], [-1.647, -4.703, -1.881], [-0.820, -6.206, -1.435], [-1.311, -6.121, 1.605], [0.222, -6.478, 0.801], [0.133, -5.188, 2.014], [0.441, -3.468, -1.293], [1.065, -3.510, 0.355], [1.264, -4.921, -0.711], [-1.232, 3.440, -2.359], [-0.542, 1.821, -2.444], [-0.905, 2.715, -3.943], [-3.719, 3.808, -2.759], [-3.238, 3.375, -4.405], [-4.608, 2.558, -3.649], [-1.922, 0.015, -3.654], [-3.662, 0.232, -3.880], [-2.514, 1.079, -4.938], [0.145, -0.566, -5.603], [1.211, -0.968, -4.571], [1.532, -2.455, -4.726], [2.471, -0.135, -4.798], [0.775, -0.687, -3.196], [-0.268, -1.550, -2.752], [0.526, -0.706, -6.616], [-0.130, 0.484, -5.480], [-0.754, -1.177, -5.500], [1.940, -2.644, -5.720], [0.635, -3.057, -4.592], [2.264, -2.762, -3.981], [2.869, -0.312, -5.798], [3.229, -0.402, -4.062], [2.252, 0.931, -4.694], [0.472, 0.286, -3.158], [-1.104, -1.464, -3.323], [-0.524, -1.254, -1.804], [4.203, -3.765, -1.156], [3.412, -2.462, -1.178], [2.913, -1.688, 0.570], [2.962, -3.298, 1.727], [2.235, -3.048, 3.048], [4.745, -1.025, 0.990], [5.081, -0.881, 2.471], [4.453, -4.073, -2.174], [3.627, -4.571, -0.702], [5.138, -3.659, -0.602], [2.484, -2.584, -1.731], [3.984, -1.682, -1.686], [4.003, -3.582, 1.900], [2.488, -4.129, 1.205], [2.728, -2.265, 3.627], [2.204, -3.953, 3.658], [1.207, -2.726, 2.863], [4.859, -0.057, 0.495], [5.450, -1.716, 0.521], [4.443, -0.139, 2.954], [6.118, -0.565, 2.596], [4.962, -1.826, 3.004], [-1.472, 3.511, 1.026], [-0.308, 4.130, 0.421], [-0.264, 5.578, 0.498], [1.143, 6.087, 0.251], [1.641, 5.483, -1.048], [1.576, 4.039, -0.962], [2.485, 3.285, -1.803], [0.556, 3.375, -0.320], [0.468, 2.149, -0.393], [-1.501, 3.733, 2.097], [-1.410, 2.441, 0.888], [-2.392, 3.881, 0.561], [-0.605, 5.869, 1.494], [-0.961, 6.018, -0.228], [1.794, 5.767, 1.067], [1.152, 7.176, 0.204], [2.679, 5.766, -1.230], [1.042, 5.855, -1.891], [3.516, 3.568, -1.579], [2.291, 3.471, -2.865], [2.352, 2.227, -1.597]], "forces_ev_per_angstrom": [[0.294, 0.065, 0.365], [0.112, -0.095, 0.046], [-0.077, 0.174, -0.200], [-0.031, -0.071, -0.014], [-0.133, 0.133, 0.210], [0.145, -0.056, -0.250], [-0.290, 0.025, 0.228], [0.323, 0.000, -0.175], [-0.260, 0.024, 0.154], [0.104, -0.011, 0.006], [-0.222, 0.093, 0.131], [-0.043, -0.082, -0.028], [0.204, 0.183, 0.142], [0.031, -0.068, -0.135], [0.118, -0.012, -0.024], [-0.082, 0.049, -0.033], [-0.032, -0.079, -0.013], [-0.141, 0.033, 0.033], [-0.338, 0.053, -0.079], [0.370, -0.180, 0.160], [-0.254, 0.121, 0.098], [0.049, -0.016, 0.085], [0.039, -0.247, -0.071], [0.051, 0.101, -0.066], [0.050, -0.021, -0.138], [0.055, 0.058, 0.036], [-0.040, 0.024, 0.008], [-0.255, 0.184, 0.101], [0.116, 0.002, -0.105], [-0.088, -0.068, 0.028], [0.014, -0.017, 0.050], [-0.038, 0.067, 0.106], [-0.002, 0.020, -0.005], [-0.017, 0.035, 0.036], [-0.048, -0.017, -0.013], [0.019, 0.015, 0.016], [-0.029, -0.021, 0.040], [0.023, 0.026, -0.011], [-0.003, 0.000, 0.015], [-0.017, -0.044, 0.048], [-0.044, 0.033, 0.007], [0.022, -0.003, 0.013], [0.025, -0.002, 0.040], [0.016, -0.024, -0.023], [0.001, 0.041, 0.001], [-0.003, 0.011, 0.008], [0.015, 0.006, -0.010], [0.012, 0.057, -0.027], [-0.038, 0.008, -0.088], [-0.003, -0.022, 0.023], [0.009, 0.011, 0.011], [-0.015, -0.007, 0.009], [-0.037, -0.003, -0.011], [-0.014, -0.002, 0.048], [-0.009, 0.014, -0.010], [-0.025, -0.015, -0.004], [0.002, 0.004, -0.031], [0.054, -0.015, 0.003], [0.015, 0.001, -0.002], [-0.015, -0.009, 0.015], [-0.040, 0.158, -0.248], [-0.278, -0.063, -0.286], [0.006, 0.033, 0.015], [0.053, -0.023, 0.021], [0.025, 0.092, 0.035], [-0.018, 0.004, -0.014], [0.011, 0.000, 0.000], [-0.013, -0.007, -0.023], [-0.008, 0.036, 0.013], [-0.074, 0.026, -0.058], [0.002, -0.009, -0.014], [0.007, -0.030, 0.003], [0.091, -0.079, 0.073], [0.039, -0.090, -0.154], [-0.040, 0.165, 0.105], [-0.102, -0.050, 0.079], [0.169, 0.101, 0.099], [0.049, -0.225, 0.137], [-0.025, -0.010, -0.018], [0.009, -0.020, -0.030], [-0.020, 0.038, -0.033], [0.001, 0.011, -0.010], [0.031, -0.053, -0.005], [0.044, -0.032, 0.022], [-0.003, 0.052, -0.016], [0.031, -0.003, 0.016], [0.020, 0.015, -0.015], [-0.006, -0.033, -0.088], [-0.069, 0.022, 0.069], [-0.057, -0.319, -0.439], [-0.040, 0.101, -0.001], [-0.016, -0.106, 0.038], [0.290, -0.207, -0.177], [0.117, -0.062, 0.212], [0.030, 0.044, -0.147], [-0.072, 0.056, 0.112], [-0.089, -0.019, -0.041], [0.032, -0.016, 0.020], [0.050, -0.007, 0.005], [0.006, -0.058, 0.004], [-0.046, 0.044, -0.087], [-0.054, 0.068, -0.003], [0.019, 0.033, -0.018], [0.277, 0.105, 0.093], [-0.055, -0.005, 0.029], [0.009, 0.008, 0.028], [-0.026, 0.013, 0.041], [-0.059, -0.035, -0.075], [-0.044, -0.005, -0.048], [0.047, -0.062, 0.033], [-0.003, 0.022, 0.024], [0.017, 0.009, 0.013], [-0.007, -0.053, -0.024], [-0.090, 0.045, 0.055], [0.126, 0.047, -0.012], [-0.074, -0.106, -0.082], [-0.035, 0.072, 0.133], [0.023, -0.070, 0.002], [-0.096, -0.002, 0.044], [0.240, -0.045, -0.072], [0.016, 0.083, 0.035], [0.012, -0.010, -0.010], [-0.045, -0.061, 0.000], [0.009, -0.008, -0.008], [-0.025, -0.012, -0.006], [-0.007, 0.010, 0.022], [0.017, 0.039, 0.012], [-0.008, 0.002, -0.006], [0.001, -0.019, -0.032], [0.046, 0.008, -0.030], [-0.003, 0.017, -0.026], [0.013, -0.010, -0.002], [0.018, -0.021, -0.039]], "orbital_gap_ha": 0.31991, "e_homo_ha": -0.297, "charge": 0}

No. 3
{"formula": "C3H4O2", "method": "ωB97M-V/def2-TZVPD", "symbols": ["C", "C", "C", "O", "O", "H", "H", "H", "H"], "xyz": [[-2.473, 0.032, 0.094], [-1.292, -0.628, 0.445], [0.154, 0.290, -0.282], [-3.207, 0.965, 0.108], [-2.224, -1.112, -0.535], [-1.096, -1.312, 1.117], [0.986, -0.398, -0.193], [0.311, 1.292, 0.168], [-0.103, 0.319, -1.349]], "forces_ev_per_angstrom": [[-0.939, 0.930, 0.927], [3.971, 5.328, -3.882], [-2.709, -2.172, 0.881], [-0.139, -0.538, -0.310], [-1.143, -0.312, -1.959], [1.034, -2.888, 3.853], [0.277, 0.225, 0.299], [-0.282, -0.898, -0.174], [-0.071, 0.326, 0.366]], "e_above_lowest_kcal_mol": 63.6, "orbital_gap_ha": 0.41204, "e_homo_ha": -0.379, "smiles": "C[C@@H]1OC1=O", "charge": 0}